This record from OMol25 describes a cluster of 7 separate species, C36H56NO21 in total. The level of theory is ωB97M-V/def2-TZVPD.

XYZ file:
```
114
Properties=species:S:1:pos:R:3:forces:R:3:mulliken_charge:R:1
C 0.5967 4.4956 -0.2676 -0.6 -0.3 0.9 -0.833
C -0.4062 3.4840 0.5897 0.5 1.6 0.2 0.013
O -0.1637 2.0558 0.3081 -3.0 0.5 0.5 -0.422
C -1.5192 1.4442 0.3587 -0.3 -1.0 0.1 0.002
C -1.4865 -0.1839 0.6234 -1.2 1.4 -1.3 -0.456
O -1.1128 -0.5160 2.0069 0.9 -2.2 -2.1 -0.359
C -0.3593 -1.7774 1.9389 0.5 -0.9 0.8 0.138
C -0.5353 -2.7341 3.2908 -1.0 2.6 -0.4 -0.545
O 0.7819 -3.3248 3.5448 -2.2 -2.7 -1.2 -0.224
C 0.8289 -4.7684 3.2864 1.6 -0.5 0.8 -0.695
C 1.8640 -5.1738 2.0353 0.4 -1.4 -1.2 0.554
C 2.0487 -6.7937 1.7294 2.7 2.8 -2.9 -0.645
C 3.0993 -7.2326 0.5071 -0.6 4.6 1.3 -0.174
C 3.8737 -5.9882 -0.2844 -3.1 1.2 3.3 -0.481
C 3.5254 -4.4163 0.1611 -0.4 -3.3 0.5 -0.101
N 2.5548 -4.0583 1.2747 1.3 -5.0 -1.6 0.166
H 1.4405 4.8211 0.4765 -1.4 -0.5 -1.7 0.354
H 1.0552 3.9742 -1.2108 -1.0 1.1 1.8 0.187
H -0.0621 5.4432 -0.5453 1.6 -2.0 0.4 0.184
H -1.5285 3.7986 0.3523 2.6 -0.9 0.6 0.094
H -0.1539 3.6500 1.7319 -0.8 -0.3 -2.2 0.229
H -2.1990 1.9032 1.2089 1.5 -0.8 -1.6 0.310
H -2.0310 1.6645 -0.6842 0.9 -0.7 2.1 0.021
H -2.5969 -0.5740 0.4713 2.2 0.8 0.1 0.185
H -0.8230 -0.6781 -0.2044 -0.9 0.9 1.8 0.350
H -0.6404 -2.4681 1.0263 0.5 1.6 1.5 0.249
H 0.7857 -1.4935 1.8986 -2.0 -0.6 0.0 -0.108
H -1.4185 -3.4882 3.1662 1.9 1.2 0.2 0.315
H -0.8206 -1.9853 4.1720 0.8 -1.8 -1.7 0.278
H -0.2079 -5.2965 3.1736 1.9 1.2 -0.2 0.464
H 1.3367 -5.2601 4.2489 -1.0 1.0 -2.1 0.341
H 1.4693 -7.6438 2.3302 1.4 2.3 -1.3 0.381
H 3.3202 -8.3638 0.2281 -0.6 2.7 0.7 0.381
H 4.6404 -6.1857 -1.1616 -1.8 0.6 2.1 0.329
H 4.0908 -3.5370 -0.4150 -1.6 -2.0 1.6 0.342
H 2.3989 -3.0249 1.4773 0.0 -1.9 0.0 0.203
C -5.8379 1.5823 -3.8897 0.3 0.0 -0.4 -1.540
C -5.0415 1.7952 -2.6186 -1.1 -0.7 -0.9 0.585
C -5.7393 2.6626 -1.6154 -0.9 -0.3 0.4 -0.305
O -4.6588 3.2294 -0.8968 1.2 0.2 -0.3 -0.292
C -3.6022 3.2697 -1.7628 1.6 1.2 0.2 0.576
O -2.5693 3.8859 -1.5631 -2.2 -1.2 -0.6 -0.507
O -3.8580 2.5308 -2.8846 0.7 0.8 1.0 -0.291
H -5.2575 0.9919 -4.6066 -0.1 0.0 0.2 0.379
H -6.7784 1.0621 -3.6859 0.2 0.0 0.1 0.387
H -6.0610 2.5362 -4.3803 0.0 -0.1 0.2 0.357
H -4.7514 0.8299 -2.1865 0.0 0.1 0.1 0.214
H -6.3907 2.0894 -0.9494 0.2 0.1 0.0 0.080
H -6.3175 3.4760 -2.0678 0.1 -0.2 -0.1 0.330
C -0.0665 5.2874 -3.8164 0.4 0.1 0.1 -0.988
C -0.8008 6.4679 -4.4184 0.2 -1.2 0.9 0.569
C -1.5471 6.1297 -5.6732 -0.7 -0.6 0.0 -0.487
O -1.5735 7.3694 -6.3570 0.7 0.8 0.0 -0.348
C -0.4636 8.0551 -5.9498 0.9 1.9 -0.8 0.628
O -0.0431 9.0673 -6.4838 -0.9 -2.1 1.1 -0.570
O 0.1155 7.4539 -4.8667 -0.4 0.8 -1.1 -0.283
H 0.5059 5.6044 -2.9382 -0.2 -0.1 -0.1 0.116
H -0.7625 4.4986 -3.5162 0.0 0.2 0.0 0.327
H 0.6569 4.8693 -4.5251 -0.1 0.1 0.0 0.199
H -1.4563 6.9289 -3.6697 0.0 0.0 -0.1 0.175
H -2.5620 5.7750 -5.4725 0.1 0.2 -0.1 0.267
H -1.0311 5.3980 -6.3049 0.1 0.0 0.2 0.342
C -7.4797 2.1024 2.0350 0.2 0.1 -0.4 -1.410
C -8.5095 1.0126 1.8181 0.5 1.3 0.5 0.535
C -8.4709 -0.0614 2.8625 -0.2 0.1 0.9 -0.493
O -8.9735 -1.1858 2.1637 0.1 -0.1 -1.0 -0.308
C -8.6589 -0.9911 0.8480 -0.3 -2.0 -1.8 0.590
O -8.7435 -1.8473 -0.0158 0.2 2.0 2.0 -0.553
O -8.2330 0.2897 0.6291 -0.2 -1.0 -0.1 -0.261
H -7.5147 2.8263 1.2139 -0.1 0.0 0.2 0.281
H -7.6540 2.6308 2.9769 0.0 -0.1 -0.1 0.418
H -6.4646 1.6903 2.0437 -0.2 -0.1 0.1 0.344
H -9.5108 1.4500 1.7244 0.0 -0.1 0.1 0.244
H -9.1005 0.1729 3.7256 0.0 -0.2 -0.2 0.322
H -7.4590 -0.2957 3.2113 0.0 0.2 -0.1 0.311
C 6.1127 -10.4614 4.8365 0.2 -0.4 0.0 -1.445
C 5.3098 -10.2326 3.5724 1.1 0.2 1.0 0.488
C 4.0890 -9.3899 3.7850 0.0 0.9 0.4 -0.464
O 3.2268 -9.8345 2.7535 -0.2 -0.5 -0.5 -0.281
C 3.5739 -11.1312 2.4966 -1.2 -2.4 -1.5 0.581
O 2.9129 -11.9019 1.8217 1.5 2.0 1.5 -0.551
O 4.7587 -11.4514 3.0997 -1.2 0.2 -0.7 -0.317
H 6.9573 -11.1285 4.6341 -0.1 0.2 0.0 0.357
H 6.4975 -9.5193 5.2380 0.0 -0.1 -0.1 0.381
H 5.5063 -10.9517 5.6061 0.0 0.2 -0.2 0.359
H 5.9523 -9.8222 2.7840 -0.1 0.0 0.0 0.242
H 4.2969 -8.3208 3.6838 -0.1 -0.1 -0.1 0.338
H 3.5967 -9.5687 4.7475 0.2 -0.1 0.0 0.318
C 3.2064 -2.4228 4.5245 0.3 -0.1 0.0 -1.141
C 3.5134 -1.4465 5.6415 -0.6 -0.7 -0.8 0.423
C 3.8387 -0.0668 5.1556 -0.5 0.6 -0.4 -0.501
O 4.6711 0.4324 6.1867 0.5 -0.6 0.4 -0.319
C 5.2842 -0.6547 6.7439 2.3 0.3 1.9 0.588
O 6.2273 -0.5956 7.5142 -2.3 -0.2 -1.9 -0.538
O 4.7026 -1.8175 6.3203 0.5 0.7 0.4 -0.367
H 3.0338 -3.4243 4.9326 -0.1 0.2 0.0 0.238
H 2.3203 -2.1153 3.9614 0.4 0.1 0.4 0.328
H 4.0517 -2.5100 3.8329 0.1 0.2 0.1 0.357
H 2.6950 -1.4358 6.3715 0.0 0.1 -0.1 0.308
H 2.9472 0.5563 5.0402 0.2 0.0 0.1 0.318
H 4.4061 -0.0559 4.2183 -0.1 -0.2 0.0 0.327
C 2.9016 8.1993 -7.5924 -0.3 0.2 0.3 -1.453
C 3.8101 7.2973 -6.7823 -0.3 1.2 -1.0 0.505
C 4.3482 6.1364 -7.5623 0.6 0.1 -0.7 -0.518
O 4.5729 5.1681 -6.5538 -0.5 -0.2 1.0 -0.321
C 3.6760 5.4368 -5.5582 -0.5 -1.1 1.7 0.625
O 3.4317 4.6869 -4.6284 0.5 1.5 -1.9 -0.567
O 3.0858 6.6562 -5.7445 0.4 -1.3 0.5 -0.205
H 2.4933 8.9941 -6.9592 0.1 -0.1 -0.2 0.337
H 3.4396 8.6571 -8.4277 0.0 -0.1 0.1 0.421
H 2.0435 7.6439 -7.9869 0.2 0.0 0.0 0.319
H 4.6149 7.8837 -6.3226 0.0 -0.1 0.0 0.232
H 5.2792 6.3786 -8.0827 -0.1 -0.2 0.2 0.317
H 3.6326 5.7246 -8.2828 0.0 0.2 0.1 0.312
```
Forces are in eV/Å.

Results
- LUMO level (eV) = -5.2
- max |F| (eV/Å) = 5.36
- energy above the lowest of the compared OMol25 structures with the same formula, charge and spin (kcal/mol) = 267.09
- energy (eV) = -82710.33446
- charge = +1

This record from OMol25 describes the molecule C36H56O8. The level of theory is ωB97M-V/def2-TZVPD.

XYZ file:
```
100
Properties=species:S:1:pos:R:3:forces:R:3:mulliken_charge:R:1
C 2.6923 5.1766 -0.4890 0.2 0.0 -0.2 -1.182
C 3.9826 4.5605 -1.0163 -0.1 0.0 0.3 -0.437
C 4.7024 3.7465 0.0566 0.1 0.1 -0.5 -0.287
C 5.9855 3.1071 -0.4740 -0.1 0.0 0.4 -0.755
C 6.6680 2.1742 0.5369 0.1 -0.1 -0.3 -0.870
C 6.3488 0.6921 0.3265 -0.2 0.2 0.2 -1.101
C 4.8711 0.3613 0.5150 0.2 -0.3 0.1 -0.103
C 4.5600 -1.1340 0.4478 0.0 0.3 -0.3 0.409
H 3.5099 -1.2734 0.7110 -0.1 -0.1 0.1 -0.817
C 4.8104 -1.7421 -0.9323 0.0 -0.3 0.3 -0.608
C 4.2370 -3.1556 -1.0577 -0.1 0.3 -0.2 -1.215
C 2.7178 -3.1671 -1.2174 0.2 -0.4 0.1 1.044
C 2.1504 -4.5840 -1.1649 -0.2 0.2 0.0 -1.127
H 2.4324 -5.0476 -0.2178 0.0 -0.1 0.0 0.380
H 2.5671 -5.1840 -1.9763 0.0 0.0 0.0 0.421
C 0.6223 -4.5814 -1.2668 0.2 0.0 0.1 -0.625
C 0.0444 -3.8006 -0.1088 0.1 -0.4 -0.2 0.582
O 0.3032 -3.9995 1.0501 0.1 0.0 0.1 -0.635
O -0.7835 -2.8462 -0.5421 -0.3 0.2 -0.3 -0.429
C -1.2951 -1.9258 0.4350 0.1 0.3 0.5 -0.952
C -0.3703 -0.7213 0.4972 -0.4 0.0 -0.1 0.920
C -0.9535 0.6672 0.4289 0.0 0.0 0.0 -1.163
C -2.4371 0.8217 0.1781 -0.1 -0.2 0.2 0.937
C -2.9536 2.1515 0.6331 0.0 0.1 -0.2 -1.887
C -4.0488 2.7134 0.1292 0.1 0.4 0.1 0.814
C -4.8598 2.0767 -0.9729 0.0 -0.2 0.1 -1.775
H -5.8273 2.5779 -1.0680 0.0 0.0 -0.1 0.657
H -4.3332 2.2309 -1.9212 -0.1 0.0 0.0 0.120
C -5.1060 0.5590 -0.8110 -0.2 0.5 0.2 1.524
C -4.7413 0.0101 0.5788 0.4 0.0 -0.1 -0.485
C -5.8130 -0.9848 0.8673 -0.4 0.3 -0.4 -1.437
C -6.8580 -0.8843 0.0320 -0.1 -0.4 0.4 0.227
C -6.5893 0.1553 -0.9613 0.4 0.1 0.0 0.011
O -7.3340 0.6144 -1.7987 0.0 -0.1 0.0 -0.681
C -8.1452 -1.6325 0.0594 0.1 0.1 0.0 -1.565
H -8.2426 -2.2015 0.9798 -0.1 -0.1 0.0 0.399
H -8.9760 -0.9349 -0.0294 -0.1 0.0 0.0 0.367
H -8.1993 -2.3151 -0.7884 -0.1 -0.1 0.0 0.278
H -5.7625 -1.6116 1.7393 -0.1 -0.2 0.2 0.576
H -4.9020 0.8156 1.3095 0.1 -0.1 -0.2 0.727
C -3.2563 -0.3519 0.8149 -0.2 0.2 -0.8 0.676
O -3.1449 -0.4134 2.2097 0.1 0.0 0.4 -0.726
H -2.2186 -0.5026 2.4968 0.0 0.0 0.0 0.748
C -2.7812 -1.6618 0.1364 0.1 -0.1 0.1 0.867
C -3.5646 -2.8918 0.5918 0.1 0.2 -0.2 -2.216
H -4.5648 -2.8833 0.1686 -0.1 -0.1 0.0 0.596
H -3.6304 -2.9133 1.6773 0.0 -0.1 0.1 0.428
H -3.0600 -3.7943 0.2523 0.0 -0.1 0.0 0.330
H -2.9129 -1.5529 -0.9401 0.0 0.1 0.1 0.224
O -4.4321 -0.1728 -1.8330 0.0 -0.3 -0.2 -0.522
H -4.9098 -0.0253 -2.6596 0.0 0.0 0.0 0.589
C -4.5811 4.0261 0.6479 0.4 0.0 -0.2 -0.945
O -5.7607 3.8680 1.4072 -0.5 -0.2 0.2 -0.558
H -6.4215 3.4165 0.8694 0.0 0.1 0.0 0.407
H -3.8617 4.4898 1.3247 0.0 0.0 -0.1 0.408
H -4.7633 4.7106 -0.1961 0.1 0.0 0.1 0.287
H -2.4198 2.6421 1.4337 0.0 0.2 0.2 0.321
H -2.6167 0.7448 -0.8956 0.0 0.0 0.0 0.310
C -0.0314 0.1799 -0.6670 0.2 -0.1 0.1 1.504
C -0.5273 -0.1280 -2.0607 -0.1 0.0 0.3 -2.162
H -1.4634 -0.6727 -2.0633 -0.1 0.0 -0.1 0.154
H 0.2132 -0.7356 -2.5772 0.1 -0.1 -0.1 0.476
H -0.6569 0.8000 -2.6165 0.0 0.1 -0.1 0.464
C 1.3618 0.7763 -0.6920 -0.2 -0.1 0.2 -2.114
H 2.0650 0.0706 -1.1288 0.2 -0.1 -0.1 0.136
H 1.3575 1.6825 -1.2958 0.0 0.1 -0.1 0.606
H 1.7050 1.0259 0.3079 0.1 0.1 0.1 0.344
H -0.5309 1.3875 1.1204 0.1 0.0 0.0 0.735
O 0.7371 -0.9723 1.3570 0.2 0.1 -0.3 0.530
C 0.5237 -1.0436 2.6723 0.1 0.0 0.2 0.749
O -0.5332 -0.7841 3.1931 -0.2 0.0 0.1 -0.611
C 1.7538 -1.5037 3.3953 -0.2 0.0 0.0 -1.252
H 2.6322 -0.9859 3.0203 0.1 0.0 0.0 0.153
H 1.8713 -2.5679 3.1942 0.0 -0.1 0.0 0.253
H 1.6364 -1.3454 4.4626 0.0 0.0 0.0 0.420
H -1.2274 -2.4263 1.4124 -0.1 0.2 -0.3 1.253
H 0.2876 -4.1286 -2.1999 0.0 -0.1 0.0 0.249
H 0.2484 -5.6055 -1.2107 -0.1 0.0 0.0 0.378
H 2.4500 -2.7021 -2.1701 0.0 0.1 0.0 0.194
H 2.2603 -2.5792 -0.4201 -0.1 0.1 0.0 -0.689
H 4.6851 -3.6522 -1.9219 0.0 -0.1 0.0 0.378
H 4.5111 -3.7297 -0.1699 0.0 -0.1 0.0 0.433
H 4.3641 -1.1044 -1.6997 0.0 0.1 -0.1 0.294
H 5.8850 -1.7794 -1.1190 0.0 0.1 -0.1 0.483
H 5.1615 -1.6673 1.1880 0.0 -0.1 0.1 0.598
H 4.5517 0.7410 1.4897 -0.1 0.1 0.0 0.497
H 4.2882 0.8710 -0.2524 -0.1 0.1 0.0 -0.238
H 6.6622 0.4054 -0.6790 0.1 -0.1 0.0 0.371
H 6.9372 0.1048 1.0365 0.0 -0.1 0.0 0.363
H 7.7510 2.2938 0.4595 0.0 0.0 0.1 0.373
H 6.3816 2.4662 1.5497 0.0 0.0 0.1 0.431
H 6.6740 3.9091 -0.7498 0.0 0.0 -0.1 0.510
H 5.7623 2.5490 -1.3860 0.0 0.0 -0.1 0.304
H 4.0258 2.9761 0.4274 -0.1 0.0 0.1 0.022
H 4.9496 4.3991 0.8974 0.0 0.0 0.1 0.368
H 3.7532 3.9120 -1.8656 0.1 0.0 -0.1 0.313
H 4.6438 5.3521 -1.3759 0.0 0.0 -0.1 0.339
H 2.0114 4.4006 -0.1449 -0.1 -0.1 0.1 0.167
H 2.1937 5.7500 -1.2672 -0.1 0.1 0.0 0.391
H 2.9011 5.8417 0.3460 0.0 0.1 0.1 0.353
```
Forces are in eV/Å.

Results
- LUMO level (eV) = 0.5
- max |F| (eV/Å) = 0.88
- energy above the lowest of the compared OMol25 structures with the same formula, charge and spin (kcal/mol) = 0.00
- energy (eV) = -54621.59738
- charge = 0

no.,frontier orbital gap (eV)
1,6.13
2,9.47